[1]
{
  "formula": "C10H10O3",
  "method": "ωB97M-V with the def2-TZVPD basis set",
  "elements": ["C", "C", "C", "C", "C", "C", "C", "C", "C", "C", "H", "H", "H", "H", "H", "H", "H", "H", "H", "H", "O", "O", "O"],
  "coordinates": [[-3.641248, 0.744728, -0.026762], [-2.758826, -0.656570, 0.309853], [-1.296497, -0.368368, 0.616868], [-0.603179, -0.099601, -0.658861], [1.009078, 0.041426, -0.397092], [1.497629, 1.225730, -0.080627], [2.864110, 1.347733, 0.288667], [3.612054, 0.207994, 0.235951], [3.082649, -0.887946, -0.201377], [1.770658, -1.146631, -0.452490], [-4.730187, -0.409441, -0.190000], [-1.196871, 0.440839, 1.446609], [-0.766484, -1.522426, 0.980366], [-0.736927, -1.036341, -1.236046], [-1.048771, 1.042262, -1.361374], [0.790498, 1.943865, 0.196702], [3.514713, 2.408537, 0.729448], [4.768304, 0.008015, 0.362815], [3.802820, -1.958446, 0.097011], [1.352501, -1.875411, -0.611396], [-4.863248, 0.408078, -0.335272], [-2.991326, 1.733174, -0.052071], [-3.431441, -1.591209, 0.339071]],
  "forces_ev_per_a": [[4.0, -1.8, 0.2], [0.7, 6.2, 0.6], [0.5, -3.0, 2.6], [2.2, 3.0, -2.6], [-4.0, -3.6, -1.8], [2.8, 2.0, 2.0], [1.6, 3.7, 1.3], [5.3, 2.8, 0.5], [0.7, -10.0, 0.8], [6.2, 15.9, 2.6], [-0.3, -10.8, 1.4], [-0.2, -1.5, -1.5], [-1.7, 3.6, -0.5], [0.0, 0.9, -0.4], [1.4, -3.9, 2.3], [-0.7, 1.6, -0.2], [-2.7, -3.2, -1.5], [-2.4, 1.7, 0.4], [-2.1, 3.1, -1.6], [-7.1, -14.0, -3.0], [-1.4, 10.2, -1.5], [-1.0, 2.0, -0.1], [-1.7, -4.9, 0.1]],
  "nbo_charge": [0.682, 0.514, -0.520, -0.413, 0.033, -0.274, -0.145, -0.291, -0.137, -0.197, 0.474, 0.268, 0.222, 0.210, 0.235, 0.221, 0.225, 0.234, 0.177, 0.163, -0.601, -0.559, -0.522],
  "spin_multiplicity": 1,
  "e_above_lowest_kj_mol": 640.34,
  "lumo_ev": 0.3,
  "orbital_gap_ev": 9.8
}

***

[2]
{
  "formula": "F6H20O10P",
  "method": "ωB97M-V with the def2-TZVPD basis set",
  "elements": ["P", "F", "F", "F", "F", "F", "F", "O", "H", "H", "O", "H", "H", "O", "H", "H", "O", "H", "H", "O", "H", "H", "O", "H", "H", "O", "H", "H", "O", "H", "H", "O", "H", "H", "O", "H", "H"],
  "coordinates": [[0.437962, -0.114272, 0.237171], [-0.217308, 0.425328, 1.650671], [1.118812, -1.353742, 1.010291], [-0.924398, -0.867752, -0.087909], [1.222922, -0.688132, -1.049199], [-0.227028, 1.126538, -0.607249], [1.777482, 0.763138, 0.570151], [2.211802, 2.910208, -0.483599], [2.365642, 3.499268, 0.255031], [1.962562, 2.078938, -0.079759], [-0.276998, 1.175638, -3.528219], [-0.725748, 1.227678, -2.684329], [-0.875968, 1.596568, -4.144889], [-0.279758, -2.615002, -2.037939], [-0.350438, -1.884002, -1.424039], [-0.968318, -3.222622, -1.767889], [-2.803808, -3.069062, -1.294729], [-3.202588, -3.039612, -0.425049], [-2.948898, -2.194212, -1.655029], [-3.668038, 1.903208, 0.216291], [-2.763148, 2.137208, 0.009741], [-3.595768, 1.280778, 0.939881], [-3.068738, -0.054032, 1.871431], [-2.253368, 0.392798, 2.098911], [-2.788968, -0.838482, 1.399641], [-1.119808, 3.290668, 0.717351], [-1.039618, 2.343408, 0.605551], [-0.576418, 3.489168, 1.479941], [3.663602, -1.022962, 1.837781], [2.922942, -0.989182, 1.232381], [3.310922, -1.436702, 2.625611], [2.766642, -3.379032, -2.218469], [2.059852, -2.971252, -1.718079], [2.475022, -4.280462, -2.354859], [1.870562, 1.741568, 3.023151], [1.707462, 0.934388, 2.535211], [2.800932, 1.704038, 3.245041]],
  "forces_ev_per_a": [[0.8, -1.4, -0.7], [0.2, 0.2, -0.7], [-1.2, 0.1, 0.7], [-0.2, -0.8, 0.5], [-1.0, 1.1, -0.2], [0.8, 0.3, 0.5], [-0.3, 0.2, 0.1], [0.0, 1.7, -1.3], [0.2, 0.7, 0.6], [-0.3, -1.6, 0.5], [0.1, 0.0, -0.1], [0.0, -0.1, 0.2], [-0.1, 0.1, -0.2], [0.6, -0.3, -0.5], [-0.1, -0.3, -0.3], [-0.3, -0.1, 0.1], [-0.4, -0.3, 0.2], [-0.2, -0.2, 0.2], [0.0, 0.3, -0.3], [-0.3, 1.1, -0.8], [0.1, 0.2, -0.4], [-0.1, -1.1, 0.8], [-0.5, 0.2, 0.3], [0.5, -0.1, 0.3], [0.2, -0.2, -0.2], [-0.2, 0.5, -0.4], [0.5, -0.7, -0.1], [0.2, 0.2, 0.6], [0.5, 0.4, 0.2], [0.0, -0.2, -0.1], [-0.1, -0.2, 0.1], [0.6, 0.0, 0.0], [-0.5, 0.2, 0.0], [-0.1, -0.1, -0.1], [-0.2, 0.6, 0.2], [0.1, -0.1, 0.1], [0.3, -0.1, 0.1]],
  "nbo_charge": [2.597, -0.603, -0.575, -0.580, -0.560, -0.602, -0.580, -0.507, 0.481, 0.494, -0.927, 0.465, 0.464, -0.969, 0.464, 0.483, -0.939, 0.469, 0.480, -0.746, 0.461, 0.493, -0.941, 0.488, 0.491, -0.768, 0.485, 0.494, -0.950, 0.479, 0.464, -0.948, 0.485, 0.462, -0.963, 0.482, 0.477],
  "spin_multiplicity": 2,
  "e_above_lowest_kj_mol": 53.91,
  "lumo_ev": [-0.4, -8.1],
  "orbital_gap_ev": [9.8, 2.2]
}

***

[3]
{
  "formula": "C30H54Br2N5O4SSbTi",
  "method": "ωB97M-V with the def2-TZVPD basis set",
  "elements": ["Ti", "C", "O", "C", "O", "N", "N", "H", "H", "H", "H", "H", "H", "C", "C", "C", "C", "C", "C", "Br", "C", "C", "Br", "C", "O", "C", "N", "H", "H", "H", "H", "H", "H", "C", "O", "H", "H", "H", "C", "C", "C", "C", "Sb", "C", "C", "C", "C", "C", "C", "C", "C", "H", "H", "H", "H", "H", "H", "H", "H", "H", "H", "H", "H", "H", "H", "H", "H", "H", "H", "H", "H", "H", "H", "H", "H", "H", "H", "H", "C", "C", "N", "C", "S", "N", "C", "C", "H", "H", "H", "H", "H", "H", "H", "H", "H", "H", "H", "H"],
  "coordinates": [[-0.472749, 0.319924, 0.686144], [0.007147, -4.090894, 0.639180], [0.581469, -3.460916, 1.814903], [0.798444, -2.171299, 1.775074], [0.670706, -1.460142, 0.769641], [1.273010, -1.725485, 2.950235], [1.630289, -0.396206, 3.074774], [0.414479, -5.095551, 0.617411], [0.266324, -3.540325, -0.255698], [-1.072910, -4.118351, 0.755531], [1.391014, -2.374910, 3.705612], [2.632625, -0.302141, 3.090498], [1.243583, -0.028018, 3.929216], [-0.077510, 3.788227, 0.985143], [-0.407496, 3.062956, 2.245320], [-0.507990, 3.779091, 3.468697], [-0.865320, 3.160515, 4.611535], [-1.220283, 1.796500, 4.572255], [-1.689008, 1.035810, 5.670542], [-1.849577, 1.834799, 7.371476], [-2.046292, -0.261990, 5.516456], [-1.992530, -0.868209, 4.238811], [-2.502322, -2.666101, 4.037764], [-1.555066, -0.186425, 3.139139], [-1.506464, -0.685206, 1.918746], [-1.113482, 1.159676, 3.326244], [-0.636226, 1.775997, 2.189556], [0.436985, 4.725061, 1.194131], [-1.000368, 4.017194, 0.445305], [0.527639, 3.172462, 0.336205], [-0.291769, 4.840848, 3.467311], [-0.911719, 3.708400, 5.547657], [-2.386324, -0.833447, 6.370008], [-2.649612, 1.747614, -0.765042], [-1.339985, 1.310671, -0.451325], [-2.610748, 2.584039, -1.461040], [-3.180169, 2.056747, 0.130365], [-3.201587, 0.940022, -1.235727], [1.894747, -1.822620, -2.336716], [2.980966, -0.906339, -1.771843], [4.053662, -0.703510, -2.844486], [3.630700, -1.558052, -0.544246], [1.966044, 0.939146, -1.042794], [3.653818, 2.125020, -0.273290], [3.736127, 1.749871, 1.209916], [3.348376, 3.614328, -0.403446], [4.990414, 1.840622, -0.952580], [1.286468, 1.948299, -2.875251], [0.610411, 3.254966, -2.444685], [0.228699, 1.036573, -3.507891], [2.406882, 2.245063, -3.871312], [2.272393, -2.859250, -2.348548], [1.645445, -1.558623, -3.366833], [0.973421, -1.811920, -1.758293], [4.377838, -1.697968, -3.190997], [4.935903, -0.189070, -2.476347], [3.684947, -0.165717, -3.713567], [4.119340, -2.495770, -0.856586], [2.901330, -1.804603, 0.229516], [4.404338, -0.923301, -0.101050], [2.785511, 1.925036, 1.720296], [4.504273, 2.362162, 1.706596], [4.013432, 0.700733, 1.343257], [2.416076, 3.900376, 0.082358], [3.308656, 3.931979, -1.447363], [4.156795, 4.183550, 0.078122], [5.341991, 0.826241, -0.766014], [5.746106, 2.525976, -0.541103], [4.953127, 2.003350, -2.032666], [-0.225980, 3.060058, -1.767922], [0.205321, 3.750211, -3.339319], [1.297512, 3.956231, -1.964601], [-0.507679, 0.692580, -2.782094], [0.673443, 0.158459, -3.979345], [-0.310460, 1.595713, -4.286621], [3.269146, 2.732179, -3.404840], [2.027258, 2.923089, -4.649471], [2.754914, 1.346106, -4.373155], [-5.507485, -0.917482, 0.256849], [-4.207940, -1.563814, 0.714001], [-3.867372, -2.731430, -0.110021], [-2.895995, -2.782193, -1.030304], [-1.718172, -1.579308, -1.266581], [-2.843551, -3.896868, -1.797477], [-3.894954, -4.908279, -1.938120], [-4.969422, -4.515216, -2.943408], [-5.739841, -0.047905, 0.879846], [-6.346932, -1.615742, 0.331765], [-5.428265, -0.588420, -0.783132], [-4.284821, -1.891866, 1.749250], [-3.384356, -0.876444, 0.647652], [-4.563525, -3.457346, -0.131558], [-2.180621, -3.816509, -2.548806], [-4.334758, -5.110827, -0.963987], [-3.407413, -5.829759, -2.243369], [-5.433423, -3.564430, -2.668431], [-5.749972, -5.279983, -2.989831], [-4.539078, -4.408270, -3.941144]],
  "forces_ev_per_a": [[1.6, -1.0, -1.2], [0.0, 0.0, 0.2], [-0.2, -0.4, -0.3], [0.2, 0.1, -0.2], [0.2, -0.4, 0.4], [-0.1, -0.1, -0.2], [-0.2, 0.3, -0.1], [0.0, 0.0, 0.0], [0.0, 0.1, -0.1], [0.0, 0.0, 0.0], [0.0, -0.2, 0.2], [0.3, 0.1, 0.0], [-0.1, 0.2, 0.2], [-0.1, 0.2, 0.2], [0.2, 0.8, 0.1], [0.2, 0.4, -0.7], [-0.2, -0.1, 0.6], [0.1, -0.1, -0.2], [0.1, 0.3, 0.1], [0.0, 0.0, 0.1], [-0.1, -0.5, -0.2], [0.0, -0.1, 0.6], [0.0, -0.1, 0.1], [0.1, 0.3, -0.2], [-0.6, -0.3, 1.1], [-0.2, -0.2, 0.2], [-0.4, 0.0, 1.2], [0.0, 0.0, 0.0], [0.0, 0.0, 0.0], [0.1, -0.1, -0.1], [0.0, -0.1, -0.1], [0.0, -0.1, -0.1], [0.0, 0.0, -0.1], [0.4, -0.1, -0.1], [-1.4, 1.2, -1.0], [0.1, 0.1, -0.1], [-0.1, 0.1, 0.2], [-0.1, -0.2, -0.1], [0.1, -0.2, 0.0], [0.0, 0.2, 0.2], [0.0, -0.3, 0.0], [0.1, -0.1, -0.1], [0.3, -0.3, -0.4], [-0.1, -0.1, 0.0], [0.2, 0.2, 0.0], [0.2, 0.1, 0.0], [0.1, 0.2, 0.1], [0.1, 0.0, 0.1], [-0.1, 0.0, -0.1], [0.1, 0.1, -0.2], [-0.1, 0.2, 0.0], [-0.1, 0.2, 0.0], [0.0, 0.0, 0.1], [0.0, 0.0, 0.1], [0.0, 0.2, 0.1], [0.0, 0.0, 0.0], [0.0, -0.1, 0.0], [-0.1, 0.2, 0.1], [0.1, 0.0, -0.1], [-0.1, -0.1, -0.1], [0.0, 0.0, 0.0], [-0.1, -0.1, -0.1], [0.0, 0.0, 0.0], [0.1, 0.0, 0.0], [0.0, 0.0, 0.1], [-0.1, -0.1, 0.0], [0.0, 0.1, 0.0], [-0.1, -0.1, 0.0], [0.0, 0.0, 0.1], [0.1, 0.0, -0.1], [0.1, -0.1, 0.1], [-0.1, -0.1, -0.1], [-0.1, 0.0, 0.0], [0.0, 0.1, 0.0], [0.1, -0.1, 0.1], [-0.1, 0.0, -0.1], [0.0, -0.1, 0.1], [0.0, 0.0, 0.0], [0.0, 0.0, -0.1], [-0.3, -0.3, -0.2], [0.0, 0.4, 0.1], [0.0, -0.1, 0.1], [-0.3, -0.2, -0.3], [-0.2, 0.0, 0.1], [0.1, 0.3, -0.1], [-0.1, 0.0, 0.0], [0.0, -0.1, -0.1], [0.0, 0.1, 0.0], [0.0, 0.0, 0.1], [0.0, 0.0, 0.0], [0.2, 0.1, 0.0], [0.0, 0.0, 0.0], [0.1, -0.1, -0.1], [0.0, -0.1, 0.1], [0.0, -0.1, 0.0], [0.0, -0.1, 0.0], [0.1, 0.1, 0.0], [0.0, 0.0, 0.1]],
  "lowdin_spin": [0.923, 0.000, 0.000, 0.001, 0.007, 0.000, 0.003, 0.000, 0.000, 0.000, 0.000, 0.000, 0.000, 0.005, 0.016, -0.001, 0.010, 0.000, 0.001, 0.000, -0.002, 0.002, 0.001, 0.004, 0.011, 0.004, 0.008, 0.000, 0.001, 0.003, 0.000, 0.001, 0.000, -0.002, -0.015, 0.000, 0.000, 0.000, 0.000, 0.001, 0.000, 0.000, 0.007, 0.001, 0.001, 0.000, 0.000, -0.001, 0.000, 0.000, 0.000, 0.000, 0.000, 0.001, 0.000, 0.000, 0.000, 0.000, 0.000, 0.000, 0.001, 0.000, 0.000, 0.000, 0.000, 0.000, 0.000, 0.000, 0.000, 0.000, 0.000, 0.000, 0.000, 0.000, 0.000, 0.000, 0.000, 0.000, 0.000, 0.000, 0.000, 0.001, 0.007, 0.000, 0.000, 0.000, 0.000, 0.000, 0.000, 0.000, 0.000, 0.000, 0.000, 0.000, 0.000, 0.000, 0.000, 0.000],
  "spin_multiplicity": 2,
  "e_above_lowest_kj_mol": 79.02,
  "lumo_ev": [-2.7, -2.8],
  "orbital_gap_ev": [7.2, 7.7],
  "charge": 1
}